## i
Molecular formula: BH24O10
Method: DFT, ωB97M-V/def2-TZVPD

Geometry as ORCA input:
```
! RIJCOSX wB97M-V def2-TZVPD def2/J DEFGRID3
* xyz -1 1
B 0.34 -0.21 0.28
H 1.06 0.43 -0.40
H -0.73 -0.14 -0.22
H 0.81 -1.45 0.46
H 0.32 0.19 1.49
O 2.05 1.87 1.65
H 2.73 1.96 1.02
H 1.58 1.32 1.23
O 1.31 -2.30 -1.90
H 0.66 -2.05 -1.13
H 0.82 -2.95 -2.44
O 3.50 -0.38 2.84
H 3.13 0.25 2.30
H 2.77 -0.80 3.10
O -0.72 -0.22 -3.22
H -0.24 -0.65 -2.56
H -1.59 -0.06 -2.69
O -2.82 0.38 -2.22
H -2.26 0.48 -1.47
H -2.81 1.29 -2.43
O -1.48 -3.23 1.40
H -1.13 -2.39 1.06
H -1.85 -2.92 2.37
O 2.19 1.97 -2.55
H 2.39 1.24 -3.06
H 1.88 1.69 -1.64
O -0.11 -1.82 3.54
H -0.79 -2.57 3.19
H 0.08 -1.38 2.68
O -0.32 2.81 -1.00
H -0.98 3.16 -1.63
H -0.88 2.07 -0.62
O -3.20 1.42 1.10
H -2.37 0.96 1.10
H -3.32 1.99 0.37
*
```

## Properties
LUMO energy   2.313 eV
Orbital gap   9.40 eV


## ii
Molecular formula: BH24O10
Method: DFT, ωB97M-V/def2-TZVPD

Geometry as ORCA input:
```
! RIJCOSX wB97M-V def2-TZVPD def2/J DEFGRID3
* xyz -1 1
B -0.24 0.07 1.38
H -1.39 0.54 1.50
H -0.33 -1.13 1.35
H 0.24 0.50 0.34
H 0.45 0.47 2.36
O 2.39 -1.99 1.69
H 3.02 -1.60 2.22
H 1.63 -1.52 2.04
O -0.81 -4.25 0.07
H -1.26 -3.66 0.66
H -0.04 -3.74 -0.34
O 0.86 3.55 0.96
H 1.53 4.21 1.09
H 1.01 2.95 1.69
O -1.79 3.07 -0.10
H -1.12 2.88 0.55
H -2.10 2.14 -0.16
O 3.06 0.31 0.16
H 2.25 0.51 0.57
H 3.31 1.04 -0.40
O 1.20 -2.65 -0.83
H 2.01 -2.63 -1.36
H 1.45 -2.41 0.05
O -3.00 -1.40 -0.16
H -2.51 -1.38 -0.98
H -2.45 -1.22 0.60
O -3.82 1.21 -0.66
H -3.53 1.04 -1.54
H -3.66 0.34 -0.30
O 0.38 2.39 -2.20
H -0.06 2.35 -1.33
H 0.43 1.52 -2.53
O 0.68 -0.30 -2.33
H 0.70 -0.58 -1.42
H 1.49 -0.63 -2.64
*
```

## Properties
LUMO energy   2.755 eV
Orbital gap   9.52 eV


The energy of each structure relative to the most stable one, in eV, is as follows: i 3.315; ii 0.000.


## i
Molecular formula: C19H34O4
Method: DFT, ωB97M-V/def2-TZVPD

Geometry as ORCA input:
```
! RIJCOSX wB97M-V def2-TZVPD def2/J DEFGRID3
* xyz 0 1
C -1.81 -4.06 -9.53
C -0.91 -3.37 -9.15
C 0.18 -2.55 -8.66
C 0.17 -2.45 -7.13
C -1.07 -1.73 -6.62
C -1.18 -1.73 -5.09
C -0.11 -0.88 -4.41
C -0.32 -0.82 -2.90
C 0.75 0.02 -2.21
C 0.56 0.07 -0.69
C 1.61 0.94 -0.01
C 1.57 0.87 1.51
C 0.30 1.48 2.11
H -0.57 0.92 1.77
H 0.19 2.52 1.78
C 0.31 1.43 3.64
O 0.26 0.08 4.03
H 0.59 -0.01 4.93
C -0.88 2.24 4.20
H -0.71 3.30 3.99
H -1.78 1.93 3.67
C -1.14 2.03 5.69
O -2.38 2.56 6.08
H -2.42 3.49 5.83
C 0.00 2.62 6.55
H 0.96 2.52 6.03
H -0.19 3.67 6.78
O 0.11 1.97 7.82
C 0.66 0.75 7.82
O 1.08 0.21 6.83
C 0.67 0.17 9.20
H 1.48 -0.56 9.29
H 0.78 0.95 9.95
H -0.27 -0.34 9.37
H -1.22 0.96 5.89
H 1.25 1.88 3.99
H 1.63 -0.17 1.84
H 2.43 1.41 1.92
H 2.60 0.61 -0.34
H 1.49 1.97 -0.33
H 0.62 -0.95 -0.29
H -0.44 0.45 -0.47
H 0.71 1.04 -2.60
H 1.74 -0.38 -2.43
H -0.29 -1.84 -2.49
H -1.30 -0.41 -2.68
H -0.14 0.13 -4.82
H 0.88 -1.30 -4.61
H -2.17 -1.34 -4.82
H -1.12 -2.76 -4.72
H -1.95 -2.23 -7.03
H -1.07 -0.70 -6.98
H 0.21 -3.46 -6.71
H 1.07 -1.92 -6.82
H 1.12 -2.99 -9.00
H 0.09 -1.55 -9.09
H -2.60 -4.67 -9.88
*
```

## Properties
LUMO energy   0.765 eV
Orbital gap   10.59 eV
SMILES   C#CCCCCCCCCCCC[C@H](O)C[C@H](O)COC(C)=O


## ii
Molecular formula: C19H34O4
Method: DFT, ωB97M-V/def2-TZVPD

Geometry as ORCA input:
```
! RIJCOSX wB97M-V def2-TZVPD def2/J DEFGRID3
* xyz 0 1
C -7.31 4.54 -0.78
C -7.03 3.40 -1.03
C -6.67 2.03 -1.34
C -5.21 1.92 -1.78
C -4.24 2.29 -0.66
C -2.79 2.22 -1.11
C -1.82 2.59 0.02
C -0.36 2.54 -0.43
C 0.59 2.91 0.69
C 2.05 3.03 0.24
C 2.67 1.75 -0.32
C 2.73 0.62 0.70
C 3.48 -0.59 0.14
H 4.46 -0.27 -0.21
H 2.93 -1.00 -0.71
C 3.70 -1.71 1.16
O 4.57 -2.69 0.63
H 4.17 -3.02 -0.19
C 2.36 -2.31 1.64
H 1.91 -1.62 2.35
H 1.68 -2.42 0.80
C 2.51 -3.68 2.34
O 3.63 -3.73 3.19
H 4.41 -3.54 2.65
C 2.59 -4.87 1.36
H 3.54 -4.84 0.81
H 2.54 -5.80 1.93
O 1.51 -4.91 0.43
C 1.70 -4.44 -0.80
O 2.73 -3.94 -1.19
C 0.47 -4.62 -1.64
H 0.59 -5.52 -2.24
H -0.41 -4.73 -1.01
H 0.36 -3.77 -2.32
H 1.64 -3.84 2.99
H 4.23 -1.31 2.03
H 3.24 0.97 1.60
H 1.72 0.32 0.99
H 2.10 1.42 -1.19
H 3.68 1.98 -0.65
H 2.65 3.37 1.09
H 2.11 3.81 -0.53
H 0.51 2.18 1.50
H 0.29 3.88 1.11
H -0.22 3.22 -1.27
H -0.14 1.53 -0.79
H -1.97 1.91 0.86
H -2.05 3.60 0.37
H -2.56 1.20 -1.45
H -2.63 2.89 -1.95
H -4.40 1.62 0.19
H -4.47 3.31 -0.32
H -5.01 0.90 -2.11
H -5.04 2.58 -2.64
H -6.84 1.41 -0.46
H -7.33 1.68 -2.14
H -7.57 5.53 -0.56
*
```

## Properties
LUMO energy   0.539 eV
Orbital gap   10.43 eV
SMILES   C#CCCCCCCCCCCC[C@H](O)C[C@H](O)COC(C)=O


The energy of each structure relative to the most stable one, in eV, is as follows: i 0.083; ii 0.000.


## i
Molecular formula: C3H4N4
Method: DFT, ωB97M-V/def2-TZVPD

Geometry as ORCA input:
```
! RIJCOSX wB97M-V def2-TZVPD def2/J DEFGRID3
* xyz 0 1
N 1.93 0.00 -0.59
C 0.71 0.14 0.01
C 0.14 1.38 0.35
N -1.16 1.45 0.54
C -1.85 0.30 0.26
N -1.35 -0.90 0.35
N 0.01 -0.94 0.42
H 2.26 0.88 -0.99
H 2.05 -0.81 -1.18
H 0.39 -1.79 0.82
H -2.92 0.37 0.06
*
```

## Properties
LUMO energy (alpha / beta)   0.128 / 0.128 eV
Orbital gap (alpha / beta)   7.84 / 7.84 eV
SMILES   NC1=C=NC=NN1


## ii
Molecular formula: C3H4N4
Method: DFT, ωB97M-V/def2-TZVPD

Geometry as ORCA input:
```
! RIJCOSX wB97M-V def2-TZVPD def2/J DEFGRID3
* xyz 0 1
C 1.84 -0.13 -0.84
C -0.35 -0.60 1.02
C -1.52 0.75 -0.20
H 2.09 -0.80 -0.02
H 2.62 0.07 -1.58
H 0.47 -1.17 1.42
H -1.78 1.43 -0.99
N 0.73 0.44 -1.02
N -0.27 0.19 -0.10
N -1.54 -0.52 1.55
N -2.28 0.33 0.76
*
```

## Properties
LUMO energy   0.161 eV
Orbital gap   10.22 eV
SMILES   C=Nn1cnnc1


## iii
Molecular formula: C3H4N4
Method: DFT, ωB97M-V/def2-TZVPD

Geometry as ORCA input:
```
! RIJCOSX wB97M-V def2-TZVPD def2/J DEFGRID3
* xyz 0 1
C 0.50 -2.65 -0.38
C -0.51 0.02 0.86
C 0.39 -0.38 -0.25
N 0.16 -2.76 -3.91
N 0.18 -3.52 0.29
N -0.28 -3.76 -3.86
N 0.79 -1.45 -0.84
H -0.68 -0.40 1.80
H -1.49 -0.06 0.45
H 0.79 0.44 -0.81
H -0.32 1.08 1.09
*
```

## Properties
LUMO energy   0.039 eV
Orbital gap   10.48 eV
SMILES   C/C=N\C#N.N#N


The energy of each structure relative to the most stable one, in eV, is as follows: i 2.310; ii 1.184; iii 0.000.


## i
Molecular formula: C3H4N4
Method: DFT, ωB97M-V/def2-TZVPD

Geometry as ORCA input:
```
! RIJCOSX wB97M-V def2-TZVPD def2/J DEFGRID3
* xyz 0 1
C 0.16 1.70 1.11
C 0.73 0.95 0.00
C -0.06 -0.24 -0.40
H 0.90 2.36 1.67
H -0.87 1.50 1.63
H 1.73 1.04 -0.27
H 1.11 -1.90 -1.42
N -1.32 -0.35 0.02
N -1.78 -1.46 -0.45
N -0.87 -2.11 -1.03
N 0.28 -1.48 -0.86
*
```

## Properties
LUMO energy   -0.062 eV
Orbital gap   9.26 eV
SMILES   C=Cc1nnn[nH]1


## ii
Molecular formula: C3H4N4
Method: DFT, ωB97M-V/def2-TZVPD

Geometry as ORCA input:
```
! RIJCOSX wB97M-V def2-TZVPD def2/J DEFGRID3
* xyz 0 1
C 0.16 -0.65 0.22
C -0.34 0.17 -0.83
C -0.03 1.94 0.43
H -0.70 -2.45 0.03
H 0.73 -2.36 -0.75
H -0.66 -0.29 -1.75
H -0.07 3.01 0.55
N 0.25 -2.05 0.08
N -0.45 1.47 -0.74
N 0.51 1.27 1.45
N 0.60 -0.06 1.32
*
```

## Properties
LUMO energy   -0.013 eV
Orbital gap   9.41 eV
SMILES   Nc1cncnn1


The energy of each structure relative to the most stable one, in eV, is as follows: i 1.856; ii 0.000.


## i
Molecular formula: C3H4N4
Method: DFT, ωB97M-V/def2-TZVPD

Geometry as ORCA input:
```
! RIJCOSX wB97M-V def2-TZVPD def2/J DEFGRID3
* xyz 0 1
C 0.03 -1.27 -0.09
C 0.60 -0.58 -1.09
C -0.08 1.55 0.57
H -1.23 -1.17 1.70
H 0.07 -2.33 0.19
H 1.49 -1.12 -1.68
H 0.13 2.66 0.90
N -0.79 -0.69 0.79
N 0.31 0.73 -1.59
N -0.21 1.67 -0.95
N -0.31 0.54 1.24
*
```

## Properties
LUMO energy   -0.177 eV
Orbital gap   7.89 eV
SMILES   C1=CNN=CN=N1


## ii
Molecular formula: C3H4N4
Method: DFT, ωB97M-V/def2-TZVPD

Geometry as ORCA input:
```
! RIJCOSX wB97M-V def2-TZVPD def2/J DEFGRID3
* xyz 0 1
N 2.02 -0.26 -0.32
C 0.64 -0.05 -0.31
C -0.05 1.04 0.34
N -1.25 0.80 0.76
C -2.31 0.15 0.67
N -1.27 -1.24 -1.23
N -0.23 -0.83 -0.94
H 2.32 -1.06 0.22
H 2.43 -0.29 -1.24
H 0.38 2.03 0.44
H -2.69 -0.29 1.60
*
```

## Properties
LUMO energy   0.466 eV
Orbital gap   8.03 eV


The energy of each structure relative to the most stable one, in eV, is as follows: i 0.550; ii 0.000.


## i
Molecular formula: C4H13N2O2
Method: DFT, ωB97M-V/def2-TZVPD

Geometry as ORCA input:
```
! RIJCOSX wB97M-V def2-TZVPD def2/J DEFGRID3
* xyz -1 1
C 0.25 -0.06 -0.40
C -0.66 0.85 0.49
C -2.11 0.37 0.40
O -2.50 0.11 -0.93
N 1.90 0.78 -0.24
C 2.74 -0.36 -0.04
N 4.15 -0.11 -0.05
H 0.52 -1.03 0.02
H -0.30 -0.33 -1.31
H -0.36 0.70 1.51
H -0.66 1.87 0.15
H -2.22 -0.60 0.92
H -2.78 1.06 0.95
H 1.13 0.53 -1.12
H 2.59 -1.20 0.78
H 2.57 -1.11 -0.83
H 4.80 -0.72 0.49
H 4.39 0.88 -0.10
H -3.42 -0.36 -0.85
H -5.46 -0.77 -0.05
O -4.59 -0.51 0.20
*
```

## Properties
LUMO energy   3.375 eV
Orbital gap   6.87 eV


## ii
Molecular formula: C4H13N2O2
Method: DFT, ωB97M-V/def2-TZVPD

Geometry as ORCA input:
```
! RIJCOSX wB97M-V def2-TZVPD def2/J DEFGRID3
* xyz -1 1
C -0.02 0.73 1.67
C -0.94 1.58 0.59
C -2.19 0.75 0.47
N -2.01 -0.47 -0.35
N 1.31 0.52 1.20
C 1.48 -0.32 -0.10
O 1.02 -1.57 0.08
H -0.07 1.31 2.59
H -0.71 -0.13 1.83
H -0.26 1.70 -0.27
H -1.26 2.49 1.10
H -2.68 0.53 1.44
H -2.88 1.39 -0.11
H -1.22 -1.06 -0.09
H -2.80 -1.10 -0.26
H 1.87 0.04 1.88
H 0.84 0.19 -0.86
H 2.56 -0.20 -0.26
H 0.61 -0.52 -2.47
H 1.62 -1.45 -2.24
O 1.34 -0.88 -3.00
*
```

## Properties
LUMO energy   3.923 eV
Orbital gap   7.12 eV


The energy of each structure relative to the most stable one, in eV, is as follows: i 3.928; ii 0.000.


## i
Molecular formula: C5H8N2O3
Method: DFT, ωB97M-V/def2-TZVPD

Geometry as ORCA input:
```
! RIJCOSX wB97M-V def2-TZVPD def2/J DEFGRID3
* xyz 0 1
O -1.12 1.05 1.63
C -0.26 0.39 0.75
C -1.04 -0.36 -0.32
C -1.59 0.38 -1.49
N -0.58 -0.66 -1.67
C 0.85 1.28 0.19
O 0.83 2.48 0.27
C 2.10 0.55 -0.16
N 2.97 -0.09 -0.63
H -1.41 1.87 1.22
H 0.28 -0.27 1.44
H -1.62 -1.17 0.10
H -2.59 0.13 -1.85
H -1.29 1.41 -1.66
H 0.34 -0.27 -1.89
O 1.37 -2.49 1.47
H 0.56 -2.03 1.75
H 2.20 -2.21 0.85
*
```

## Properties
LUMO energy   -1.098 eV
Orbital gap   9.17 eV
SMILES   N#CC(=O)[C@@H](O)[C@H]1CN1.O


## ii
Molecular formula: C5H8N2O3
Method: DFT, ωB97M-V/def2-TZVPD

Geometry as ORCA input:
```
! RIJCOSX wB97M-V def2-TZVPD def2/J DEFGRID3
* xyz 0 1
O -0.47 3.45 3.92
C -0.42 2.88 2.64
C -0.17 1.37 2.74
O -0.30 0.75 1.45
C -1.27 1.21 0.67
N -1.99 2.24 0.82
C -1.76 3.11 1.96
C -1.52 0.33 -0.48
N -1.78 -0.41 -1.32
H 0.42 3.52 4.31
H 0.38 3.33 2.04
H 0.85 1.15 3.08
H -0.89 0.92 3.42
H -2.56 2.94 2.69
H -1.85 4.15 1.63
O 0.62 -1.06 -3.35
H -0.30 -1.30 -3.16
H 0.94 -0.61 -2.56
*
```

## Properties
LUMO energy   0.275 eV
Orbital gap   10.98 eV
SMILES   N#CC1=NC[C@@H](O)CO1.O


The energy of each structure relative to the most stable one, in eV, is as follows: i 2.161; ii 0.000.